A 16-piece molecular cluster, C64H128O48 overall at a distorted geometry. Source: the OMol25 dataset; level of theory: ωB97M-V with the def2-TZVPD basis set.

```
240
Properties=species:S:1:pos:R:3:forces:R:3
C 4.564166 0.020129 1.938218 0.661 -1.400 -1.968
H 2.357838 -3.944217 3.311500 -0.446 -0.936 -0.334
H 3.328445 -0.163554 6.374058 -0.453 -0.065 -0.119
H 1.520909 5.082519 3.682925 -0.455 -1.289 -0.631
H -2.424851 -2.272374 7.449478 -0.215 0.105 0.296
C 5.470358 -3.440516 6.391208 -0.667 -0.369 -0.034
H 1.576253 -2.905739 -2.482939 0.113 -0.551 0.680
O -3.427647 1.533597 7.460140 -0.247 -0.911 0.752
O 5.223127 1.357643 -2.394134 -0.417 -1.476 1.162
O 3.488554 4.806083 2.552132 0.949 -0.185 -0.028
O 1.755738 3.412966 2.330375 -0.475 0.515 -0.204
H -6.679524 -0.265406 1.115006 -0.834 -0.038 -0.067
H -2.159891 -1.177457 -0.834774 0.140 -0.513 0.511
H -5.615356 1.014467 -2.392175 0.467 0.382 0.311
H 1.434600 2.373241 -3.204083 0.241 -0.828 -0.131
C 4.680032 -1.191352 2.830710 -1.133 -0.794 -0.113
H -0.329172 -7.862426 1.038510 0.526 -0.099 -0.229
C -1.513576 -3.468702 -7.243215 -0.333 2.828 -1.090
O 5.100287 3.160472 -3.614880 -0.631 0.884 0.303
C -0.624584 5.753775 -0.175384 0.111 1.169 1.243
H -6.064988 -0.732391 -4.146072 0.068 0.307 0.106
C 1.215810 4.002044 3.521346 -0.169 1.045 -0.086
H -3.865220 3.114424 -4.804322 -0.275 -0.070 -0.125
H -7.722171 -0.750911 -3.642834 -0.524 -0.339 0.087
C 6.939727 0.162247 6.579985 0.885 0.665 -1.014
C -5.798321 -0.869263 1.071551 1.321 2.088 -1.192
H 5.637404 -4.029611 7.277485 0.441 0.327 0.611
H -3.957634 1.540111 4.787218 0.258 -0.112 0.511
H -5.470543 1.501159 7.153947 0.486 0.860 0.259
H 1.328460 5.046394 -0.228032 1.023 -0.424 0.588
H -1.261132 6.458974 -0.680435 -0.400 0.079 -0.367
C -1.766919 -2.875738 3.332912 0.339 0.472 0.806
H 5.332328 3.158422 -5.693758 0.048 0.360 0.333
H -5.117651 2.379608 9.493390 0.123 -0.240 0.263
O -5.322178 4.619494 -4.499794 2.244 -0.156 -0.270
O 4.042111 -4.059091 -0.788061 -0.600 0.262 -0.379
H -0.580993 0.744917 1.409291 0.876 -0.515 1.044
H 2.614211 4.166718 -10.394882 0.300 0.105 0.466
H 2.448628 -1.507038 5.645693 -0.221 -0.605 -0.604
O 0.399769 -1.023574 0.912355 0.405 0.140 1.198
H 3.800088 -4.765099 5.856056 0.828 0.197 -0.539
O -1.397702 -0.503719 -3.334772 1.294 -1.542 -0.584
C 1.258623 -0.696058 -0.066253 -1.322 0.957 0.194
C 5.498035 3.828848 -4.838493 -0.549 1.262 -0.023
O 2.433873 3.729771 -7.417513 -0.746 0.242 0.304
C 0.699214 5.627032 -0.850466 -0.185 0.258 -0.016
H -3.637111 4.562772 -5.783667 -0.019 0.074 0.792
C -4.668460 2.238411 7.405105 -0.664 0.363 -0.666
C -6.630579 0.865737 -2.706394 0.190 -1.244 -1.356
H 1.542129 2.102740 4.411546 -0.036 -0.308 -0.420
H -1.177943 -3.559610 -8.295945 -0.114 -0.926 0.810
C 1.654054 -2.405685 -3.416027 -1.189 0.187 -0.904
O -5.178557 -0.578979 3.827156 -0.246 0.056 -0.707
H -1.981745 -8.245628 1.495721 0.252 0.099 -0.061
H -9.490676 5.018934 -3.191866 0.277 -1.136 -0.011
H -3.198241 1.333833 -3.204610 0.102 0.225 -0.346
H -3.352519 2.948189 1.069008 -0.108 0.407 0.143
C 3.813194 -2.518994 7.775416 0.439 -0.024 0.476
C -2.367313 -2.093381 -0.237980 0.133 0.598 -0.131
O 1.699099 5.693919 -8.153086 0.641 1.178 -1.073
O -4.753565 -0.003288 1.647596 -0.335 -1.024 -0.134
H -5.296486 -4.529917 -4.259671 0.482 -0.148 -0.251
H 5.556571 0.356923 1.623568 0.004 -0.221 -0.150
H -2.507240 1.228418 -4.938713 -0.854 0.182 0.894
C -9.434353 3.899068 -3.288457 -2.392 0.573 0.779
H -0.583003 6.113436 0.897892 0.234 -0.649 -1.102
C -6.345880 -4.430623 -4.066525 -2.308 -1.504 -0.921
C -1.179397 -5.493566 0.025020 -0.080 0.022 0.205
H 5.713051 -0.506878 -3.287054 -0.742 -0.244 -0.755
O -0.248452 -5.685373 -0.729628 -1.009 -0.057 0.741
H -1.772073 2.615189 4.481721 -0.219 0.409 -0.327
H -5.702691 3.812313 8.718753 0.170 -0.861 -0.897
H -2.017740 -1.838079 3.615383 -0.432 -0.715 -0.070
C -2.676719 -0.621070 -3.958724 -0.795 1.037 0.202
O -3.325279 0.537502 3.156779 -0.127 0.246 0.366
H -4.225204 0.746811 -4.559863 0.221 0.259 -0.004
H -1.060483 1.064749 4.133714 0.801 -0.419 -0.490
H 4.137794 0.818767 2.432568 -1.085 1.684 1.156
H 4.870853 -2.118993 2.326330 -0.570 -0.334 -0.974
C 5.669939 -0.062553 -2.318944 -0.072 1.426 0.129
H -4.033395 3.642119 8.925077 0.459 -0.270 -0.095
C 2.874451 -0.024585 -5.612235 -0.044 0.090 -0.562
H 5.054929 5.943470 -5.477417 0.464 -0.050 -0.408
O -7.372843 4.190887 -4.297429 -1.254 1.068 0.210
H -0.447091 -0.501557 2.742064 0.163 -0.029 -0.138
O 5.849325 -1.214346 3.632083 -0.027 0.810 0.392
H 1.136369 6.577819 -1.107361 0.231 0.369 0.146
C -4.898670 3.038894 8.662903 -0.579 0.675 1.063
H 3.598508 5.504041 -10.953462 0.083 0.097 -0.010
H -0.960263 3.392279 -5.763920 1.163 0.013 -0.527
H -7.007352 -4.719050 -4.967566 1.327 0.717 1.244
H 5.229781 2.967416 1.336521 -0.756 0.638 -0.868
H -1.622654 -8.163173 -0.197118 0.379 0.302 -0.199
C -4.525248 -0.072526 2.949165 1.181 0.203 0.598
H -0.455787 -2.963343 -0.490464 0.409 -0.189 0.037
O 1.865581 -1.530262 -0.680882 0.185 0.087 0.300
O 1.210841 0.635816 -0.313201 0.708 -1.345 -0.551
C -0.603211 -1.599053 -3.604368 -1.442 -1.299 -1.276
H 4.947082 4.452829 0.294758 0.196 -0.070 -0.180
H 2.609731 0.888735 -6.115018 -0.083 0.568 -0.055
C 4.660193 5.134441 -4.884251 -0.676 -1.287 -0.963
H 1.761710 -5.231715 0.570946 -0.355 0.461 0.093
H -1.590199 -3.568170 -1.700525 -0.161 0.131 0.017
H 6.160620 -4.340108 -1.399050 -0.271 0.475 -0.277
H -0.511945 -5.072681 6.026571 -1.299 -0.792 -0.050
H -2.619893 -1.159728 -4.885211 0.340 -0.124 -0.530
O 4.025972 -3.294427 8.693375 -0.681 0.972 -1.139
H -8.971954 3.450053 -2.431538 0.367 0.136 0.693
H -3.313025 -1.204565 -3.324217 -0.507 -0.330 0.627
H 0.735341 2.757703 -1.813946 -0.834 0.221 0.964
H 1.235589 3.293214 5.587935 -0.007 0.417 -0.570
C 4.640891 3.431702 0.489586 -0.924 -0.999 0.530
C 4.763436 -4.392854 5.432689 0.813 0.685 -0.498
C 0.365970 -2.270317 -6.774529 -1.829 3.934 1.884
H 2.156396 -3.520353 0.948650 -0.130 1.027 -0.910
H 0.763984 -4.268215 2.700835 -2.086 0.658 0.077
H 3.800037 5.469177 -8.488871 0.162 -0.740 0.596
O 4.983331 0.449728 4.904381 -1.033 0.744 -0.297
C 5.848852 -0.307331 4.595317 1.356 -0.833 0.907
O -5.749843 -3.539773 -1.681356 0.097 0.352 -0.716
O -0.469393 -1.431750 5.099417 -0.462 2.260 0.063
H -1.749668 2.242829 0.657348 -0.852 0.225 -0.333
C 2.910783 5.811684 -8.974567 -0.670 1.819 0.386
O 0.633978 -1.320894 -3.367782 2.034 0.297 0.650
C -3.101893 0.891914 4.579137 -0.759 -0.441 -0.513
H -6.887904 1.591196 -3.478456 0.160 -0.190 0.159
H -2.577035 -3.563607 3.192788 -0.565 0.059 -0.276
O -2.228338 4.914204 -2.156485 0.785 -1.422 2.180
O 5.490596 -5.397752 0.314521 -0.087 0.599 -1.171
O -6.653435 -3.075554 -3.733747 0.714 -0.402 0.588
H -7.304462 0.946223 -1.891059 -0.560 0.138 0.894
H 1.741949 -5.665628 2.943037 0.182 -0.090 0.659
C 2.369967 -1.177550 -6.384180 -1.964 -0.113 0.343
H 3.742154 -1.324449 3.435814 0.945 0.167 -0.219
H -8.366580 2.494294 -4.603891 -0.460 -1.138 0.097
H 0.436689 2.424908 -6.529279 -0.294 0.114 -0.166
H 2.519225 -0.009921 -4.597874 -0.175 -0.047 0.411
H 0.787206 3.571213 -5.224373 -0.557 -0.412 -0.088
H -3.416435 -2.295371 -0.349771 -0.559 -0.394 -0.253
H 1.323200 -6.072490 7.503066 -0.038 -0.386 0.196
O 6.993911 -0.446733 5.268843 0.107 0.137 0.047
H -2.548443 -3.146629 -7.267532 -0.456 -0.952 0.173
O 6.222942 1.418451 -4.369842 0.525 -0.415 -0.407
H 3.923390 -0.141930 -5.648439 1.469 0.344 0.319
H 6.559610 4.075493 -4.743433 -0.097 -0.200 -0.159
O -2.829125 3.102918 -0.975749 0.924 0.471 0.708
H 4.594534 2.757510 -0.351981 1.123 0.184 -0.538
C -8.654122 3.509232 -4.478578 1.240 1.037 -1.587
O -1.228465 4.467793 -0.144732 -0.904 -0.554 0.083
C -1.359213 -7.715460 0.762762 -0.640 -1.543 0.571
C 1.926779 0.993037 -1.557483 -2.468 2.806 1.006
C 0.438524 -4.643465 6.125843 1.860 0.800 1.574
C 4.326397 -4.727886 0.159868 0.511 -0.448 1.081
C 1.559258 4.580726 -7.498932 1.189 -1.919 0.187
H 2.688268 -2.143690 -6.032408 0.237 -0.226 0.335
O 3.193086 3.398060 0.755829 1.461 0.397 1.638
H 1.442874 -3.104571 -4.248888 0.057 0.589 0.409
C 2.917230 3.926868 1.973660 -1.107 0.283 -1.486
O -2.306456 -0.248908 7.936504 -0.271 0.614 -0.517
H -2.212306 -1.916752 0.833975 0.116 0.311 -0.352
H 4.497579 5.518649 -3.926070 0.336 0.558 1.814
C -1.762662 1.570901 4.747843 -0.097 -0.044 1.140
C 5.562983 1.943679 -3.508061 0.826 -0.580 -1.464
C -2.799246 2.407411 0.318145 0.989 -0.409 -0.523
O 4.575617 -2.342960 6.701294 1.244 -0.890 -0.677
C 1.707681 3.156345 4.592959 1.568 -0.989 3.401
H 2.188851 0.104870 -2.026002 0.916 -1.245 -0.874
H 6.387472 -2.981531 6.014113 -0.194 -0.259 -0.093
H 6.897621 1.278606 6.471857 0.007 -1.079 0.330
C -2.060740 4.215522 -1.148503 -1.697 0.350 -1.768
O -6.091042 2.600370 -5.275527 -0.345 2.250 0.300
H -3.201833 -0.058513 5.123951 0.197 0.528 0.100
H -1.228464 -4.187814 -6.503106 -0.078 -0.697 -0.085
C -6.169528 -2.773164 -2.510497 -0.959 0.769 0.671
C 0.086656 0.010379 1.945198 -0.737 -0.211 -2.183
O -1.743813 -6.388844 0.885767 0.106 1.727 -0.812
H -6.652503 -5.125747 -3.249695 0.386 0.664 -0.480
H 3.044271 6.907830 -9.024613 -0.228 -0.420 -0.121
H 0.149409 3.879276 3.421382 -0.422 0.305 -0.163
O 3.614152 -4.909449 1.281901 1.052 -0.214 -0.244
H 7.871801 -0.181697 7.040214 -0.369 0.303 0.158
H 5.004822 -0.554576 -1.618541 0.103 0.016 0.040
O 2.829211 -1.654832 7.691307 -1.068 -0.587 1.653
H -3.290780 1.438924 0.178149 0.164 0.323 -0.203
H 3.960507 -0.187365 1.010904 0.541 0.012 0.898
H -5.457703 -0.971143 0.025730 -0.440 -0.163 0.578
H -10.517988 3.540204 -3.229423 1.425 0.291 -0.634
C 1.736601 -4.619874 2.661470 2.047 -0.129 0.245
H 1.994822 -4.469000 7.749816 -0.208 0.094 -0.028
H 6.383010 -6.090601 -1.420220 -0.094 -0.810 -0.645
O -1.000129 -2.664250 -4.077312 0.149 1.521 1.063
H -4.481379 2.922272 6.586809 -0.389 0.106 -0.375
H 6.063164 -0.247771 7.035568 -0.387 0.106 0.773
C -3.554898 0.282985 7.959595 2.721 0.208 -0.554
H 6.710760 -0.054265 -2.054587 0.381 0.021 0.814
C -2.130880 -1.634922 8.294749 -0.861 0.925 -0.993
C 0.929036 1.860866 -2.364710 1.298 0.179 -0.765
O 0.352084 4.513418 -6.976089 -0.932 -0.802 0.570
H 1.033155 0.417301 2.274369 -0.048 0.393 0.181
H 0.577197 5.073177 -1.757895 -0.192 -0.232 -0.724
H 1.029013 -4.924316 5.226452 -0.101 0.348 0.764
H 2.690195 1.671564 -1.203876 0.708 -0.355 -0.285
H 0.304392 -4.814647 8.302124 0.622 -0.176 -0.290
O -6.336375 -1.464558 -2.236166 0.144 -0.395 -0.146
H 1.577103 -0.444073 6.804717 0.196 0.034 -0.575
C 2.239654 -4.527217 1.259718 0.070 -0.693 -0.239
H 1.839699 5.614724 -10.850908 0.106 0.440 0.193
C 2.527844 -0.900955 6.515941 0.418 1.145 1.077
C -0.458415 -2.609108 5.230322 1.308 -0.869 -0.259
O -0.986272 -3.474235 4.398867 -0.991 -0.376 -0.758
H 2.807261 3.284370 4.800356 -0.957 -0.056 -0.458
O 0.900503 -1.115659 -6.269434 -0.022 -1.246 -0.818
C 2.735736 5.256088 -10.338513 -0.575 -0.982 -1.076
H -5.912394 -1.801185 1.541512 0.078 -1.076 0.852
H -2.768861 -1.758903 9.148667 0.106 -0.841 0.562
C 0.117093 3.363173 -6.077635 0.361 1.188 0.435
H 2.551307 -1.156716 -7.439226 0.574 0.288 -0.607
C -1.486138 -3.240499 -0.666063 -0.243 -0.168 0.252
H -3.216312 4.472227 -3.972019 -0.448 0.801 0.099
H 3.622364 4.970755 -5.204216 0.342 -0.355 -0.401
H -1.071953 -1.746404 8.417611 0.390 -0.126 0.543
C -6.254839 3.735692 -4.790855 0.934 -2.870 -0.096
H 7.364614 -5.104897 -0.341380 0.226 0.001 -0.239
O -0.960804 -2.170817 -6.831039 0.593 -0.269 -0.141
H 4.702499 -3.903479 4.460176 -0.878 0.135 -0.021
H -1.374845 1.532884 5.797289 -0.619 -0.258 -0.820
C 1.079213 -5.021209 7.537695 -1.140 0.639 -1.711
C -3.205294 0.805240 -4.163229 0.892 -1.041 -0.632
C 6.402892 -5.210445 -0.832200 0.059 -0.048 2.178
H 5.490523 -5.165158 5.187307 -0.280 -0.643 0.419
H -9.047735 3.878083 -5.441756 -0.085 -0.169 0.438
C -3.894866 4.197270 -4.769210 -1.342 -0.449 -1.027
H -1.153720 -2.803704 2.459280 0.420 -0.236 -0.614
O 0.248012 -3.182481 6.176258 0.594 -1.198 0.701
C -6.723562 -0.556493 -3.292146 0.414 0.779 0.057
H 0.043827 1.368711 -2.769215 0.098 -0.075 0.415
O -4.538222 -0.252805 8.337041 -1.239 -0.554 0.428
H 2.637615 -1.941686 -3.508359 -0.387 0.138 -0.005
O 0.978706 -3.216789 -7.050747 2.210 -3.258 -1.210
O -1.852558 -4.352696 0.208328 0.530 -0.157 -0.382
```
Positions in Å, forces in eV/Å.

Values from the calculation:
HOMO   -10.53 eV
Multiplicity   1
Energy relative to the best compared isomer or geometry (same formula, charge and spin)   33.3 kcal/mol
E_LUMO   0.56 eV
Kohn-Sham gap   11.086 eV

***

C14H30AlCl2O2 as an isolated structure at a distorted geometry. Source: the OMol25 dataset; level of theory: ωB97M-V with the def2-TZVPD basis set.

```
49
Properties=species:S:1:pos:R:3:forces:R:3
O -0.025906 -0.288023 5.156440 0.102 -0.016 0.055
C -2.318934 1.444852 -2.555134 1.092 0.922 0.015
H 2.419569 -3.912805 -0.179627 -1.079 0.559 -0.919
C 1.228094 1.877060 0.462435 2.333 0.060 0.035
H 0.904703 0.769644 -1.469532 0.006 1.198 0.307
H 0.730879 0.801056 2.321246 0.393 -0.433 -1.331
H 0.714635 2.785929 0.926706 0.278 -1.406 -0.638
C 0.997835 1.835753 -1.113108 -0.691 1.237 0.137
C 0.263484 -3.265220 -0.584156 1.392 -1.391 -0.117
C 2.820630 2.134924 0.675761 -0.558 -0.751 -0.681
H 2.051210 -2.231703 2.130635 -0.420 -0.165 0.386
H 3.073546 3.239571 0.701116 -0.128 -1.346 0.054
C -0.314701 2.714212 -1.439611 -0.863 -0.398 -0.258
H 0.363763 -0.936243 4.550712 -0.005 0.106 -0.028
O 1.184316 -2.511880 2.472535 -0.396 0.380 -1.476
H -1.503367 -2.801246 1.793492 -0.062 -0.300 0.032
H -0.633965 -0.180416 -0.362699 0.354 0.242 1.088
H -1.882374 -0.564481 -3.366301 -1.039 0.750 -0.205
C -1.433690 -0.470163 5.116211 0.328 -0.154 -0.241
C -1.106677 2.147881 -2.685790 -1.626 -0.804 0.387
H -0.671603 2.284663 -3.725988 0.033 -0.923 1.453
Al -0.141046 -2.247899 1.149652 -0.039 0.822 1.023
C 0.898089 0.519913 1.223695 -1.401 0.662 0.334
C -2.697711 0.202657 -3.493986 -0.014 1.454 0.301
H -0.105165 -4.338767 -0.446489 0.387 1.426 -0.341
Cl -0.689107 -2.611927 -2.040071 0.429 -0.261 0.858
Cl 1.926934 -4.404620 -2.518139 0.369 0.080 0.557
H -1.370175 0.133666 1.275297 1.179 -0.190 -0.495
H 3.316982 1.640477 -0.228469 -0.344 0.796 1.243
H -1.797050 -0.302047 4.099059 -0.220 -0.087 0.059
H -1.902716 0.247977 5.789945 0.131 0.003 -0.002
H -3.225375 3.021633 -1.314607 -0.334 -1.509 0.205
H -3.702532 -0.223173 -3.168892 1.332 0.496 -0.543
C 2.494772 -1.980917 -1.290118 0.898 -1.013 0.101
H 1.849629 2.357358 -1.667958 -0.907 -0.918 0.784
H 1.793689 -0.190642 1.247053 -0.990 1.105 -0.379
H -2.741500 0.543877 -4.582442 -0.007 -0.596 1.309
C -0.429327 -0.227519 0.750398 0.438 -0.454 0.074
H -3.066776 1.360352 -0.430944 -0.442 0.819 -0.987
H 3.500879 -2.217525 -1.779400 -1.285 0.369 0.662
H -0.028266 3.801560 -1.563978 -0.153 -1.116 0.099
H 2.729849 -1.481366 -0.300229 -0.511 -0.231 -1.216
H 1.923414 -1.333834 -2.013655 0.351 -0.729 1.039
H -0.962123 2.650117 -0.505192 0.593 0.061 -1.357
H 3.186587 1.559166 1.576600 -0.321 1.032 -0.726
H -1.682875 -1.484439 5.439275 -0.245 0.034 -0.055
H -4.406251 1.610354 -1.668863 1.448 0.420 0.232
C -3.334803 1.894250 -1.399212 0.913 -0.874 -0.401
C 1.800527 -3.372047 -0.963672 -0.699 1.032 -0.434
```
Positions in Å, forces in eV/Å.

Values from the calculation:
HOMO   -4.96 eV
Multiplicity   1
Energy relative to the best compared isomer or geometry (same formula, charge and spin)   70.5 kcal/mol
E_LUMO   3.06 eV
Charge   -1
Kohn-Sham gap   8.019 eV